{"formula": "C19H46I2N2O3P", "method": "ωB97M-V/def2-TZVPD", "symbols": ["I", "I", "P", "O", "O", "O", "N", "N", "C", "C", "C", "C", "C", "C", "C", "C", "C", "C", "C", "C", "C", "C", "C", "C", "C", "C", "C", "H", "H", "H", "H", "H", "H", "H", "H", "H", "H", "H", "H", "H", "H", "H", "H", "H", "H", "H", "H", "H", "H", "H", "H", "H", "H", "H", "H", "H", "H", "H", "H", "H", "H", "H", "H", "H", "H", "H", "H", "H", "H", "H", "H", "H", "H"], "xyz": [[0.38244, -3.99864, -3.61628], [1.94796, -0.40252, -0.41836], [3.58291, -2.48143, -2.77981], [4.18020, -0.89918, -3.20398], [4.32046, -2.30106, -1.20886], [5.15746, -4.71193, -3.43866], [-1.64486, 4.31187, 0.47702], [-2.90468, -1.38478, 2.97830], [5.54292, -5.13146, -2.15531], [-3.49917, -2.65833, 2.60187], [-0.64348, -2.19921, -1.52545], [0.08428, 6.09643, 1.08222], [-0.70640, 3.20072, 0.53133], [4.90137, -0.23688, -2.20683], [0.74486, -2.69682, -1.89584], [-1.29760, 5.46504, 1.29111], [-1.13102, 5.05212, -1.91849], [-2.53173, -0.19219, 0.74320], [-4.70472, -2.62869, 1.65486], [-4.52673, -0.93985, 4.79386], [-1.96776, -0.81062, 2.02297], [-3.81272, -0.41387, 3.55781], [5.26895, -1.28015, -1.14479], [-0.48469, 2.67978, 1.93886], [-2.13908, 4.59082, -0.85994], [1.84078, -1.68525, -2.19171], [5.12277, -3.28639, -3.56131], [-1.43960, 2.45664, 2.41971], [0.27004, 3.43395, 0.08060], [5.09323, -3.08163, -4.63364], [-1.38128, 5.17224, 2.34106], [5.27496, -0.84722, -0.13706], [-1.10597, -1.67660, -2.36412], [0.28061, 6.82300, 1.87348], [0.10495, 1.76440, 1.89091], [-4.56623, -0.04098, 2.84430], [-1.28841, -3.03267, -1.24386], [-3.79456, -3.17970, 3.51662], [1.52749, -0.97399, -2.95666], [-0.27028, 4.38396, -1.96628], [-2.90008, -0.94591, 0.04806], [3.09229, -3.75658, -2.34956], [-1.40524, -0.04001, 2.55749], [-1.60394, 5.04892, -2.90254], [-2.93221, 5.33891, -0.76636], [-1.24319, -1.58523, 1.75898], [0.16819, 6.61110, 0.12620], [-1.73638, 0.35404, 0.23324], [5.70974, -6.20936, -2.20536], [4.29315, 0.55837, -1.76065], [-2.61617, 3.67325, -1.21725], [-2.70145, -3.25689, 2.15601], [0.05784, 3.39067, 2.56466], [5.80498, 0.22192, -2.62702], [-4.43163, -2.32779, 0.64499], [-0.57425, -1.50548, -0.68983], [6.06310, -2.87401, -3.16984], [6.48257, -4.64373, -1.85505], [4.79380, -4.90640, -1.39194], [-5.15270, -3.62286, 1.59890], [1.11456, -3.41246, -1.16029], [-5.23797, -1.73046, 4.54977], [-0.76793, 6.06188, -1.72810], [2.90309, -2.52436, -4.03551], [-3.80486, -1.34005, 5.50749], [-5.08381, -0.13430, 5.27476], [-5.47463, -1.94134, 2.01150], [-1.12981, 2.40054, -0.08022], [0.87307, 5.34383, 1.12504], [-3.20656, 0.45391, 3.83439], [6.27240, -1.68891, -1.33778], [-2.07293, 6.21782, 1.12303], [-3.34076, 0.51198, 0.94996]], "forces_ev_per_angstrom": [[0.037, -0.066, -0.130], [-0.152, 0.058, 0.144], [0.086, 0.171, 0.140], [-0.080, 0.042, -0.063], [-0.010, -0.016, -0.084], [0.044, 0.040, -0.062], [0.059, -0.008, 0.021], [-0.083, -0.028, -0.012], [0.088, -0.008, -0.029], [0.032, 0.018, -0.043], [0.047, 0.122, -0.003], [-0.005, -0.021, 0.004], [-0.013, 0.029, -0.091], [0.044, 0.017, 0.021], [0.119, -0.063, 0.092], [-0.017, 0.018, -0.050], [0.003, -0.016, 0.011], [-0.014, 0.029, -0.034], [0.001, 0.009, 0.019], [0.017, 0.010, 0.014], [0.080, 0.001, 0.046], [0.025, 0.008, -0.028], [0.100, -0.181, 0.112], [-0.014, -0.040, 0.018], [-0.013, 0.021, 0.019], [-0.163, -0.111, -0.008], [-0.140, -0.100, 0.050], [0.001, 0.005, 0.000], [-0.005, 0.022, 0.001], [-0.012, 0.000, 0.004], [0.000, -0.010, 0.007], [-0.036, 0.051, -0.032], [0.009, 0.035, 0.010], [-0.006, 0.014, -0.008], [0.028, -0.034, 0.026], [0.006, -0.013, -0.010], [-0.008, -0.020, -0.037], [-0.002, 0.004, 0.012], [-0.039, -0.019, -0.010], [-0.005, -0.006, -0.007], [-0.021, -0.003, 0.010], [-0.016, -0.030, 0.006], [-0.006, -0.017, 0.006], [-0.001, 0.012, -0.003], [-0.010, -0.011, -0.020], [0.003, 0.009, -0.006], [0.001, -0.014, -0.008], [-0.007, -0.035, -0.014], [-0.041, -0.003, 0.039], [0.078, 0.014, -0.066], [-0.001, 0.000, -0.005], [-0.023, -0.027, 0.005], [0.000, 0.013, -0.006], [0.011, -0.023, -0.052], [0.004, 0.015, 0.005], [-0.025, -0.037, 0.046], [0.023, 0.045, 0.058], [0.001, -0.015, 0.016], [-0.019, 0.027, -0.016], [0.009, -0.005, -0.015], [-0.004, 0.046, 0.026], [0.001, -0.002, -0.008], [-0.001, 0.000, 0.005], [-0.018, -0.014, -0.142], [-0.004, 0.002, 0.003], [-0.001, -0.003, 0.006], [-0.012, -0.019, 0.010], [0.028, 0.019, -0.004], [0.003, 0.006, 0.021], [-0.020, 0.005, 0.014], [0.029, 0.054, 0.002], [0.013, 0.015, 0.030], [0.018, 0.014, 0.026]], "total_energy_ha": -2023.46988, "homo_ev": -4.32, "lumo_energy_ha": 0.0919, "max_force_ev_per_a": 0.2, "total_charge": -1}